Here is one molecule with the formula C20H25N3O5S from OMol25. Energies are from ωB97M-V/def2-TZVPD.

Each line ends with the natural charge from an NBO analysis.
CARTESIAN COORDINATES (ANGSTROEM)
N  0.856  0.158  -1.595  -0.646
S  -1.532  1.435  -1.772  0.496
C  -4.669  1.935  -0.227  -0.591
O  -0.199  2.439  1.636  -0.397
C  -1.179  -0.977  -0.903  -0.268
N  3.778  0.930  -0.924  -0.436
C  -0.316  1.097  1.772  0.142
H  3.272  -1.106  -0.994  0.200
H  4.788  -0.723  -0.181  0.196
H  -3.277  -1.476  -0.503  0.230
H  2.623  -1.400  1.245  0.266
H  -1.962  -0.200  2.361  0.247
H  4.509  1.843  0.761  0.196
H  -1.241  -4.504  1.544  0.189
C  -0.500  0.114  -1.403  0.054
H  3.230  0.322  -2.821  0.219
O  0.885  2.304  -2.251  -0.611
C  -4.297  1.070  -1.431  -0.431
H  -3.949  2.740  -0.105  0.208
C  0.772  0.127  1.584  0.646
C  3.014  1.146  -2.135  -0.300
H  1.311  -0.727  -1.353  0.460
H  0.071  -6.140  0.192  0.214
H  -5.658  2.367  -0.364  0.207
C  3.749  -0.394  -0.319  -0.223
C  1.497  1.281  -2.002  0.665
C  3.057  -0.417  1.056  -0.253
C  -0.459  -2.175  -0.481  0.826
C  -1.592  0.787  2.178  -0.221
H  0.308  -4.922  -1.067  0.225
H  1.557  2.389  0.245  0.229
H  0.380  -3.848  1.169  0.206
C  -2.281  2.010  2.292  -0.319
O  0.723  -2.363  -0.727  -0.669
C  -0.365  -5.269  -0.288  -0.636
H  -1.314  -5.549  -0.739  0.208
H  2.432  2.497  1.778  0.199
H  3.375  2.074  -2.588  0.223
C  -1.384  2.976  1.947  0.113
H  3.785  -0.196  1.846  0.187
H  -5.018  0.254  -1.528  0.216
O  0.558  -1.051  1.848  -0.647
O  -1.225  -3.030  0.185  -0.493
N  1.979  0.547  1.131  -0.431
C  2.338  1.922  0.848  -0.243
C  -2.578  -0.736  -0.848  -0.219
H  -1.466  4.043  1.886  0.206
H  -3.296  2.157  2.599  0.232
H  -4.673  1.333  0.678  0.202
H  3.764  2.939  -0.411  0.217
C  -2.929  0.491  -1.301  -0.202
C  -0.576  -4.170  0.745  -0.072
C  3.668  1.966  0.073  -0.229
H  -4.344  1.679  -2.336  0.212

The frontier orbital gap is 8.576 eV. The value obtained for the strongest force on any atom is 0.0264 Eh/bohr. The value obtained for the HOMO energy is -0.289 Eh. The structure (SMILES) is CCOC(=O)c1cc(CC)sc1NC(=O)CN1CCN(C(=O)c2ccco2)CC1.

---

Here is C22H41GeO3Ru as an isolated structure from OMol25. Energies are from ωB97M-V/def2-TZVPD.

Each line ends with the natural charge from an NBO analysis.
CARTESIAN COORDINATES (ANGSTROEM)
H  -5.421  -0.822  4.264  0.270
O  0.371  -0.613  0.848  -0.987
Ru  -1.129  0.769  0.670  1.464
H  1.018  -0.935  3.424  0.241
C  -2.931  2.279  0.711  -0.246
H  -3.620  0.887  -3.875  0.270
C  1.348  -2.787  1.378  -0.694
H  -1.881  2.977  -5.499  0.351
O  3.062  -0.131  0.406  -0.879
H  4.742  -0.351  2.470  0.230
C  -2.838  0.835  2.706  0.058
H  -5.420  -0.363  2.579  0.215
H  -1.096  -2.750  0.130  0.237
C  4.367  -0.040  0.112  0.529
H  -3.188  -1.196  3.208  0.239
C  4.897  -0.915  -0.986  -0.717
H  4.611  1.928  -0.552  0.277
H  -0.350  3.212  2.720  0.284
H  -0.336  0.716  -5.976  0.348
H  -2.604  -0.603  -4.112  0.273
H  -3.217  0.864  5.482  0.238
H  -1.387  -3.380  1.752  0.286
C  -1.668  1.545  3.073  -0.173
H  6.040  1.313  0.274  0.275
H  1.254  -3.721  1.935  0.308
H  4.820  -1.931  1.514  0.220
H  -1.606  4.232  -0.637  0.246
H  2.289  -2.329  1.686  0.236
H  4.575  -0.472  -1.939  0.275
H  -0.388  4.569  0.621  0.256
H  -2.584  3.064  -3.902  0.268
C  -2.977  -0.110  5.052  -0.623
Ge  1.649  -0.803  -0.588  1.528
H  -2.044  5.135  0.807  0.299
H  6.222  -0.742  1.446  0.248
C  -1.839  3.071  1.157  0.038
H  -0.251  -0.414  -4.639  0.265
C  -1.593  1.251  -4.481  0.598
C  -3.435  1.214  1.476  -0.198
C  4.954  1.328  0.302  -0.691
C  -5.002  -0.112  3.553  -0.612
H  0.546  1.221  -4.561  0.269
H  -1.908  -0.292  5.173  0.204
C  0.162  -1.887  1.680  0.306
H  -3.113  0.368  -5.468  0.353
C  5.173  -0.917  1.653  -0.312
H  -0.790  3.214  -4.160  0.274
H  -3.488  -0.862  5.650  0.271
H  1.377  -3.104  0.323  0.227
H  -0.764  -0.908  3.364  0.210
C  -0.324  0.645  -4.870  -0.756
H  4.524  -1.938  -0.929  0.246
H  -5.341  0.884  3.843  0.235
C  -2.791  0.428  -4.407  -0.757
C  -1.428  4.309  0.434  -0.661
H  -1.977  -1.780  1.340  0.192
H  -3.432  2.548  -0.211  0.284
O  -0.822  1.009  -1.025  -0.483
H  -4.308  0.682  1.117  0.291
C  -1.207  2.660  2.350  -0.205
C  -1.143  -2.480  1.186  -0.650
C  -1.710  2.703  -4.439  -0.757
H  5.985  -0.931  -1.004  0.290
H  -1.153  1.284  3.988  0.278
C  0.126  -1.491  3.136  -0.660
H  4.602  1.806  1.213  0.260
C  -3.468  -0.210  3.607  -0.272
H  0.078  -2.392  3.750  0.278

The frontier orbital gap (spin up / spin down) is 8.382 / 6.834 eV. The value obtained for the strongest force on any atom is 0.0136 Eh/bohr. The value obtained for the HOMO energy (spin up / spin down) is -0.771 / -0.789 Eh. As for the multiplicity: 6. Its net charge is +4.

---

Here is a 2-piece molecular cluster, C2H6NO3 overall from OMol25. Energies are from ωB97M-V/def2-TZVPD.

Each line ends with the natural charge from an NBO analysis.
CARTESIAN COORDINATES (ANGSTROEM)
O  0.266  -1.257  -0.294  -0.826
O  -0.816  -0.042  -1.827  -0.767
H  -1.065  2.096  -1.084  0.366
C  -0.194  -0.165  -0.762  0.744
H  1.470  -2.527  2.323  0.448
H  1.067  1.494  -0.096  0.183
N  -0.931  2.119  -0.075  -0.848
H  -1.831  1.714  0.190  0.335
H  0.933  -1.420  1.422  0.515
O  1.450  -1.585  2.249  -0.999
C  0.086  1.070  0.130  -0.349
H  0.199  0.647  1.123  0.198

The frontier orbital gap is 8.572 eV. The value obtained for the strongest force on any atom is 0.0286 Eh/bohr. The value obtained for the HOMO energy is -0.160 Eh. Its net charge is -1.

---

Here is one molecule with the formula C5H9N from OMol25. Energies are from ωB97M-V/def2-TZVPD.

Each line ends with the natural charge from an NBO analysis.
CARTESIAN COORDINATES (ANGSTROEM)
N  2.839  -0.613  -0.554  -0.334
C  0.794  -0.268  1.055  -0.511
H  1.068  0.512  1.774  0.248
H  -0.183  -1.386  -1.234  0.217
H  0.404  1.302  -1.272  0.218
H  0.655  -1.196  1.619  0.248
C  1.937  -0.462  0.154  0.287
H  -1.285  1.713  -0.925  0.215
H  -1.325  -1.888  0.031  0.210
C  -0.985  -1.037  -0.572  -0.615
C  -0.335  1.414  -0.470  -0.614
C  -0.503  0.112  0.314  -0.198
H  -1.823  -0.715  -1.201  0.216
H  -0.005  2.229  0.184  0.209
H  -1.254  0.281  1.098  0.204

The frontier orbital gap is 12.362 eV. The value obtained for the strongest force on any atom is 0.0206 Eh/bohr. The value obtained for the HOMO energy is -0.423 Eh. The structure (SMILES) is CC(C)CC#N.

---

Here is a 2-piece molecular cluster, C3H7N2 overall from OMol25. Energies are from ωB97M-V/def2-TZVPD.

Each line ends with the natural charge from an NBO analysis.
CARTESIAN COORDINATES (ANGSTROEM)
H  -3.238  -0.791  -1.223  0.252
H  -3.458  -0.612  0.555  0.251
H  1.076  0.048  0.462  0.414
C  3.008  -0.147  -0.161  0.134
N  2.085  0.319  0.515  -0.593
H  2.308  1.008  1.324  0.444
C  -3.057  -0.122  -0.412  -0.434
C  -0.577  0.252  0.375  0.221
H  2.978  -0.769  -1.030  0.225
H  -3.505  0.840  -0.614  0.246
N  -1.675  0.195  -0.026  -0.383
H  4.055  -0.220  0.237  0.224

The frontier orbital gap is 11.164 eV. The value obtained for the strongest force on any atom is 0.0866 Eh/bohr. The value obtained for the HOMO energy is -0.588 Eh. Its net charge is +1.

---

Here is one molecule with the formula C6H10O from OMol25. Energies are from ωB97M-V/def2-TZVPD.

Each line ends with the natural charge from an NBO analysis.
CARTESIAN COORDINATES (ANGSTROEM)
C  -1.170  -0.584  -0.149  -0.438
C  1.839  0.709  -0.147  -0.506
H  -1.070  1.641  -0.246  0.206
C  -1.215  1.027  1.756  -0.407
H  -1.189  2.027  2.177  0.202
H  -1.623  -0.560  -1.149  0.209
H  1.726  0.714  0.932  0.210
H  0.200  -2.136  -0.835  0.202
C  0.245  -1.204  -0.250  -0.453
O  1.255  -0.190  -2.232  -0.684
H  2.396  1.506  -0.622  0.211
C  -1.163  0.805  0.447  -0.161
H  0.955  -1.040  -2.574  0.473
C  1.206  -0.218  -0.863  0.310
H  0.596  -1.482  0.749  0.225
H  -1.258  0.198  2.461  0.186
H  -1.796  -1.225  0.479  0.214

The frontier orbital gap is 9.543 eV. The value obtained for the strongest force on any atom is 0.0074 Eh/bohr. The value obtained for the HOMO energy is -0.320 Eh. The structure (SMILES) is C=CCCC(=C)O.